# 1
# C4H4O2

The molecule C4H4O2 (wB97M-V/def2-TZVPD, OMol25).

The value obtained for the HOMO-LUMO gap is 9.593 eV. For the molar mass, the calculation gives 84.07 g/mol. The value obtained for the total energy is -8303.12754 eV.

```
! wB97M-V def2-TZVPD RIJCOSX def2/J DEFGRID3
* xyz 0 1
C -1.6509 -0.1218 0.0562
C 0.8729 -0.1609 -0.5814
C 0.2987 -0.7804 0.6660
C 0.2897 0.7466 0.3509
O -2.6621 -0.6535 -0.1106
O -1.1026 0.9774 0.0407
H 1.9583 -0.1942 -0.9388
H 0.3418 -0.1734 -1.5912
H 0.8877 -1.3552 1.3247
H 0.7664 1.7153 0.7835
*
```

=====

# 2
# C3H3N3

A 3-piece molecular cluster, C3H3N3 overall (wB97M-V/def2-TZVPD, OMol25).

The SMILES is C#N.C#N.C#N. The value obtained for the HOMO-LUMO gap is 13.700 eV. For the molar mass, the calculation gives 81.08 g/mol. The value obtained for the total energy is -7627.69047 eV.

```
! wB97M-V def2-TZVPD RIJCOSX def2/J DEFGRID3
* xyz 0 1
C -0.2976 -0.2053 1.9518
N 0.2756 -1.1793 1.7179
H -0.8260 0.7145 2.1099
C -0.6774 1.6320 -0.9240
N -1.0487 1.8720 0.1391
H -0.3059 1.3492 -1.8921
C 0.9742 -1.4247 -1.0271
N 0.7498 -0.6620 -1.8642
H 1.1559 -2.0963 -0.2113
*
```

=====

# 3
# C18H21N2

A 2-piece molecular cluster, C18H21N2 overall (wB97M-V/def2-TZVPD, OMol25).

The value obtained for the HOMO-LUMO gap is 5.715 eV. For the molar mass, the calculation gives 265.38 g/mol. The value obtained for the total energy is -21979.90693 eV.

```
! wB97M-V def2-TZVPD RIJCOSX def2/J DEFGRID3
* xyz 1 1
C -0.9696 -1.8729 1.6596
C 0.3135 -1.2418 1.3486
N 0.5317 0.0471 1.5707
C 1.8164 0.6389 1.6177
C 3.0421 0.0011 1.6594
C 4.1871 0.8140 1.7431
C 4.0632 2.2148 1.7803
C 2.8080 2.8434 1.7714
C 1.6695 2.0404 1.6915
C 0.2569 2.3294 1.7099
C -0.4366 1.0918 1.6685
C -1.8206 1.0269 1.6771
C -2.5335 2.2381 1.7330
C -1.8597 3.4692 1.7657
C -0.4571 3.5280 1.7684
H -0.7507 -2.9442 1.7086
H -1.4491 -1.5763 2.6051
H -1.6918 -1.7301 0.8435
H 1.2016 -1.8422 1.1533
H 3.0884 -1.0818 1.6337
H 5.1726 0.3526 1.7825
H 4.9693 2.8146 1.8221
H 2.6941 3.9251 1.8340
H -2.3389 0.0759 1.6546
H -3.6227 2.2136 1.7548
H -2.4402 4.3895 1.7937
H 0.0981 4.4642 1.8214
C -0.8644 -1.6757 -4.4044
C -1.6615 -2.9018 -3.8946
C -1.6305 -2.8224 -2.3468
N -0.7252 -1.7540 -2.0230
C -0.3903 -0.9150 -3.1403
H 0.0027 -1.9974 -4.9884
H -1.4890 -1.0334 -5.0321
H -2.6911 -2.8836 -4.2632
H -1.1898 -3.8315 -4.2251
H -2.6472 -2.6374 -1.9513
H -1.2825 -3.7804 -1.9281
H -0.7829 -1.3270 -1.1127
H 0.6963 -0.7402 -3.1884
H -0.8868 0.0705 -3.0738
*
```

=====

Energy relative to the best compared isomer or geometry (same formula, charge and spin) per entry: 91.1 42.9 27.7 kcal per mole
HOMO per entry: -8.82 -12.48 -10.81 eV